165
Properties=species:S:1:pos:R:3 method="wB97M-V/def2-TZVPD" de_lowest_kj_mol=0.00 e_lumo_ev=-0.59 e_homo_ev=-8.22 multiplicity=1 fmax_ev_per_a=1.3 homo_lumo_gap_ev=7.630
C -6.46 1.12 -1.51
H -3.93 -1.60 5.31
H 4.73 -0.46 5.05
C -0.65 2.18 -0.55
C -2.66 10.43 1.66
C -0.57 2.03 -2.02
H -12.21 -1.75 -4.39
C 6.50 -4.26 1.76
H 5.96 -0.96 -0.73
H 4.70 -2.04 0.86
C -2.14 -2.05 -3.11
H -1.98 -2.04 -2.03
C -5.94 3.20 -0.40
H 5.48 1.89 -5.64
C -2.18 3.91 2.43
H 1.62 -4.53 -0.60
O 4.45 -1.12 0.67
O -2.23 9.11 1.38
C -5.37 -5.36 -4.19
H 3.51 0.50 -7.33
H -6.05 -6.12 -3.80
H 3.48 0.99 -1.34
C 0.80 -1.05 2.53
H 6.61 -0.06 -6.25
S 1.98 2.25 -2.71
H 7.36 -3.78 1.30
H 0.98 -6.66 4.02
H 6.46 -3.97 2.82
O -0.53 -3.59 -5.95
C 5.61 -0.47 0.18
C -1.94 5.43 2.19
O 5.33 -3.83 1.07
H 3.82 -1.04 -8.15
C 4.52 -0.10 6.06
O 4.30 1.31 6.05
H -4.12 -0.23 6.43
H -1.47 -3.68 -6.16
O 2.00 -5.21 2.95
O 2.55 1.82 -3.94
H 1.60 -1.12 9.79
C 1.45 -5.69 4.18
H -2.59 8.86 0.52
O 2.55 -2.05 8.19
H -1.06 5.55 1.56
H -2.53 6.97 3.54
O -5.76 -4.05 -3.78
C 3.17 2.02 -1.43
O 0.08 3.78 4.27
C 3.91 0.04 -8.24
O 6.30 1.70 -5.17
C 1.03 -2.21 1.55
H 5.11 -7.29 -3.02
C 8.65 1.85 -1.57
C -4.13 -0.53 5.38
O -8.84 -1.66 -1.50
C -4.58 2.98 -0.61
H 1.90 -2.76 8.17
O -11.34 -1.94 -4.03
C -1.45 3.03 0.17
H -3.21 3.67 2.20
H -5.32 -5.44 -5.28
C -0.35 2.12 2.18
H -0.10 -2.88 -7.86
H -2.78 5.83 1.63
O -5.37 -0.20 4.77
C -10.97 -3.25 -4.44
O 5.30 0.34 -8.40
H 4.00 2.69 -1.63
H -2.41 3.66 -1.65
H 2.88 -2.28 10.23
C 2.26 -4.31 -1.46
H 0.70 -4.98 4.51
O -1.32 2.33 -2.88
H 9.12 1.16 -0.87
P -0.23 2.23 3.99
H -6.25 4.09 0.12
H 8.67 2.85 -1.14
C 6.51 0.29 -5.22
H -6.63 -3.88 -4.14
H -3.12 1.65 -1.48
H -4.37 -5.54 -3.79
H 0.93 1.06 5.28
C -6.87 2.27 -0.84
H 2.71 2.37 -0.51
H -3.75 10.49 1.72
H 2.08 -0.08 1.13
H 6.61 -5.34 1.69
C 1.44 0.24 1.95
H -6.07 -0.67 5.23
C -2.42 3.93 -0.60
H -2.25 10.71 2.63
H 6.51 -7.92 -2.12
H 3.53 1.47 5.49
H -1.98 2.28 5.27
C -4.17 1.84 -1.29
H 5.55 -5.26 -1.96
Br 1.59 -1.61 4.23
O 2.85 -3.02 -1.35
C -1.71 6.25 3.47
H -0.14 3.99 5.18
H 4.57 -4.26 1.49
H -7.91 2.45 -0.64
H -2.03 4.94 -0.54
O -3.73 3.92 -0.09
H 5.68 -0.24 -4.73
H 6.91 2.00 -2.42
O 1.48 3.60 -2.63
C 0.43 1.22 1.40
H -9.73 -2.58 0.15
H -2.07 3.73 3.49
O 6.27 -5.91 -1.98
H -8.16 -1.79 0.42
H 5.35 0.56 -0.05
H 0.29 -2.18 0.75
H 5.39 1.29 -8.48
H -1.48 -1.32 -3.57
H 5.05 -7.42 -1.24
H -4.07 -2.35 -3.07
H -2.30 11.14 0.91
H 3.31 -0.72 9.52
H 3.34 0.38 -9.10
H 2.23 -5.77 4.94
H 5.39 -0.30 6.69
C -0.43 7.08 3.39
H -0.27 -0.92 2.63
H -0.51 -1.63 -6.66
N -1.46 1.61 4.71
H -11.70 -3.99 -4.07
H 6.41 -0.46 0.92
H 7.42 0.07 -4.67
C -5.11 0.94 -1.75
C 0.84 0.48 -1.08
H 1.05 -2.46 -6.58
O -3.47 -1.70 -3.46
H 2.02 -2.16 1.10
N 0.65 1.28 -2.29
H 0.95 -3.16 2.06
C 2.58 -1.52 9.51
C -9.11 -1.71 -0.10
H -1.70 5.62 4.35
C -0.01 -2.58 -6.81
O 7.32 1.40 -1.80
C 5.69 -7.20 -2.10
O 1.11 1.51 4.44
H -0.49 7.67 2.48
H 2.15 -2.37 -1.28
C -1.31 3.00 1.60
H -1.89 -3.04 -3.51
H -3.34 0.01 4.86
H -4.80 0.05 -2.28
O 1.31 -0.61 -1.10
H -7.19 0.40 -1.84
H 2.66 -5.85 2.67
H 3.66 -0.63 6.47
H 0.46 6.44 3.34
H 9.23 1.85 -2.50
H -10.00 -3.47 -4.02
H -10.92 -3.31 -5.53
C 0.24 1.27 0.03
H 1.66 -4.39 -2.37
H -0.36 7.74 4.24
H -9.62 -0.80 0.23
H 2.11 0.74 2.64
H -9.68 -1.59 -1.95
H 3.06 -5.04 -1.51